This record from the OMol25 dataset describes one molecule with the formula C4H4BrNO at a distorted geometry. The level of theory is ωB97M-V/def2-TZVPD.

XYZ file:
```
11
Properties=species:S:1:pos:R:3:forces:R:3
C -0.15136 -0.26176 -0.00111 2.63 0.01 -0.39
O 1.47245 1.06305 -0.89642 -0.07 -1.80 -0.07
N -0.33292 1.01205 0.50645 3.38 1.79 -1.90
C 0.96720 -0.25885 -0.80510 -0.99 0.81 0.08
H -1.90129 -0.78432 0.42264 -3.32 0.72 0.00
H -0.90325 -1.46352 1.59253 0.26 0.09 0.21
C -1.04652 -1.32620 0.52713 1.59 -0.19 0.40
H -1.14150 -2.30217 0.09103 0.39 -0.16 -0.72
Br 0.93632 3.47523 0.20586 0.42 1.36 0.10
H 1.38249 -0.86693 -1.55429 0.39 -0.95 -0.37
C 0.71838 1.71342 -0.08871 -4.68 -1.69 2.65
```
Positions in Å, forces in eV/Å.

Structure (SMILES): Cc1coc(Br)n1
Total charge: 0
HOMO-LUMO gap (hartree): 0.3569
Relative energy (zero: lowest compared OMol25 entry of this formula, charge and spin) (eV): 0.948
HOMO level (eV): -8.9
LUMO energy (Eh): 0.030
Maximum force (eV/A): 5.64